{
  "formula": "C24H55N2",
  "method": "the ωB97M-V functional and the def2-TZVPD basis",
  "energy_ev": -28754.237,
  "orbital_gap_ev": 9.01,
  "total_charge": 1,
  "e_lumo_ev": -3.23,
  "species": ["N", "C", "C", "C", "C", "C", "C", "N", "H", "H", "H", "H", "H", "H", "H", "H", "H", "H", "H", "H", "H", "C", "C", "C", "C", "C", "C", "H", "H", "H", "H", "H", "H", "H", "H", "H", "H", "H", "H", "H", "H", "C", "C", "C", "C", "C", "C", "H", "H", "H", "H", "H", "H", "H", "H", "H", "H", "H", "H", "H", "H", "C", "C", "C", "C", "C", "C", "H", "H", "H", "H", "H", "H", "H", "H", "H", "H", "H", "H", "H", "H"],
  "positions_angstrom": [[0.852701, -0.522490, 0.878785], [0.320348, -1.362219, 0.104664], [-0.848461, -1.090202, -0.822504], [-2.055292, -0.491960, -0.123103], [-3.041337, 0.342242, -0.931501], [-4.114137, 0.591665, 0.145316], [-4.263798, -0.786775, 0.798127], [-3.003142, -1.537318, 0.426773], [0.401136, 0.393634, 0.814161], [0.750935, -2.359868, 0.084937], [-1.147727, -2.007515, -1.333563], [-0.526899, -0.403106, -1.604374], [-1.780599, 0.134872, 0.724400], [-2.583237, 1.255881, -1.292972], [-3.437697, -0.220766, -1.778647], [-5.069869, 0.942960, -0.223421], [-3.685358, 1.322910, 0.824851], [-4.469084, -0.772917, 1.862411], [-5.111555, -1.300591, 0.351312], [-3.260894, -2.130870, -0.357166], [-2.585623, -2.089559, 1.172190], [-7.645891, -1.005732, 3.112287], [-8.771384, -1.373171, 2.149586], [-8.455990, -1.042482, 0.692530], [-8.227189, 0.443143, 0.404865], [-9.391718, 1.361919, 0.768682], [-10.669658, 1.055035, -0.006076], [-7.439440, 0.065981, 3.106718], [-7.898261, -1.283271, 4.135183], [-6.723857, -1.533976, 2.846775], [-9.691497, -0.870901, 2.455133], [-8.971098, -2.444077, 2.227663], [-9.261223, -1.415853, 0.056590], [-7.559347, -1.601888, 0.393100], [-8.009724, 0.558389, -0.663193], [-7.329803, 0.783299, 0.936286], [-9.093026, 2.393852, 0.570421], [-9.590773, 1.306324, 1.841899], [-10.503288, 1.140698, -1.081637], [-11.461814, 1.752433, 0.264274], [-11.037215, 0.048900, 0.199078], [3.728965, -1.011196, -1.051178], [3.204344, 0.053519, -2.007997], [2.915559, -0.473720, -3.412907], [4.133593, -1.040721, -4.143687], [5.300279, -0.065183, -4.291537], [4.955149, 1.181846, -5.100313], [4.676315, -1.429971, -1.391371], [3.890794, -0.590467, -0.058490], [3.014450, -1.831862, -0.950469], [3.917387, 0.880040, -2.058363], [2.281135, 0.478277, -1.597367], [2.471276, 0.327994, -4.009686], [2.153895, -1.260867, -3.349828], [3.818013, -1.371811, -5.137598], [4.484718, -1.938014, -3.627271], [6.125887, -0.588701, -4.778407], [5.671176, 0.229307, -3.305627], [4.618127, 0.913473, -6.103507], [5.825175, 1.830191, -5.204123], [4.166595, 1.768267, -4.625656], [7.416474, 0.472275, -0.285216], [7.680330, -0.221727, 1.047741], [6.541375, -0.062493, 2.053830], [6.236564, 1.380975, 2.457719], [7.418470, 2.143993, 3.053763], [7.955369, 1.526080, 4.341421], [7.302061, 1.550564, -0.165424], [8.240739, 0.305151, -0.979653], [6.505566, 0.086306, -0.749621], [8.613504, 0.153891, 1.474987], [7.836945, -1.288754, 0.870298], [6.770962, -0.651640, 2.945500], [5.632322, -0.502707, 1.630906], [5.418382, 1.371435, 3.185286], [5.860142, 1.931642, 1.590525], [7.101471, 3.170081, 3.256021], [8.225331, 2.217047, 2.319752], [7.174672, 1.476173, 5.103323], [8.776456, 2.119318, 4.744550], [8.331817, 0.515360, 4.178837]],
  "forces_ev_per_angstrom": [[-0.13, 0.02, 0.05], [0.10, 0.00, 0.07], [-0.22, -0.20, 0.05], [-0.10, 0.42, -0.47], [-0.22, 0.01, 0.35], [0.51, -0.18, -0.34], [-0.93, 0.32, -0.02], [0.01, 0.45, 0.03], [0.08, 0.07, 0.05], [0.01, -0.12, -0.05], [0.04, -0.05, -0.12], [0.06, 0.10, -0.04], [0.28, -0.21, 0.18], [0.03, 0.08, -0.08], [0.05, -0.01, -0.13], [-0.06, 0.11, -0.07], [-0.28, 0.08, 0.26], [0.47, -0.04, 0.19], [0.09, -0.22, -0.06], [0.26, -0.46, 0.10], [-0.12, -0.13, 0.08], [-0.07, 0.00, -0.02], [0.09, -0.03, 0.01], [-0.01, 0.03, 0.00], [0.13, -0.02, -0.04], [-0.05, -0.01, -0.04], [0.03, 0.02, 0.06], [0.00, 0.01, 0.00], [0.03, -0.01, 0.01], [0.01, 0.00, 0.00], [-0.01, 0.01, -0.01], [-0.03, 0.00, 0.01], [0.00, 0.00, -0.01], [-0.01, -0.02, -0.01], [-0.01, 0.01, -0.01], [-0.02, 0.01, 0.02], [0.00, 0.01, 0.02], [0.02, 0.00, 0.01], [0.00, -0.02, -0.01], [-0.01, 0.00, -0.01], [-0.01, -0.01, 0.00], [-0.01, 0.12, 0.03], [-0.04, -0.09, 0.01], [-0.02, 0.03, -0.01], [0.02, -0.03, 0.00], [-0.03, 0.04, -0.05], [0.05, -0.03, 0.05], [-0.01, -0.02, -0.02], [-0.01, -0.04, 0.02], [0.04, -0.05, -0.03], [-0.01, 0.02, -0.01], [0.02, 0.04, 0.02], [0.01, 0.00, -0.01], [0.00, -0.01, 0.01], [0.01, 0.01, -0.01], [-0.01, 0.00, 0.01], [0.02, 0.00, 0.01], [0.01, -0.02, 0.01], [-0.03, 0.01, 0.00], [0.00, 0.01, -0.02], [-0.01, 0.01, 0.00], [0.07, -0.03, 0.02], [-0.06, 0.00, -0.04], [0.00, -0.01, 0.02], [-0.02, 0.01, -0.02], [-0.01, -0.02, 0.06], [0.02, 0.05, -0.06], [0.00, 0.01, 0.00], [-0.01, 0.01, -0.02], [-0.02, 0.03, 0.00], [0.00, -0.01, 0.02], [0.03, 0.00, 0.00], [0.00, 0.01, 0.01], [0.00, -0.02, -0.01], [0.00, 0.01, 0.01], [0.00, -0.01, -0.01], [0.01, 0.01, -0.01], [-0.01, 0.00, -0.02], [-0.01, -0.03, 0.00], [0.00, 0.00, 0.02], [0.00, -0.01, 0.01]]
}